# C3H5O2S3

2 unconnected molecules or ions with the total composition C3H5O2S3 at a distorted geometry (ωB97M-V/def2-TZVPD, the OMol25 dataset).

The value obtained for the HOMO energy is -0.140 Ha. As for the LUMO energy: 3.06 eV. The calculation puts the electronic energy at -1462.3709 Ha. Its charge is -1.

Atoms and positions in Å:
C 0.26315 0.70789 1.21368
C 0.97789 -0.08889 0.43063
C -1.26158 -0.38748 -2.39433
O -0.22395 1.90908 0.68713
O 0.06388 0.62984 2.54440
S 1.56232 -1.52804 1.30431
S -0.65120 -1.71174 -1.58707
S -0.55626 1.09946 -2.39741
H 0.88936 -0.03803 -0.62841
H -2.30599 -0.57090 -2.81714
H 0.85465 0.25562 2.89848
H 0.53502 -2.37006 1.00525
H -0.14729 2.09326 -0.25952